C6H16P2 | ωB97M-V/def2-TZVPD

Element x y z (Å)
1 C 2.07879 -0.69401 -0.90893
2 C 3.08447 1.40620 0.04431
3 C 1.15103 0.34308 1.14554
4 C -1.66745 -0.79933 -1.16011
5 C 2.11983 0.28195 0.19330
6 C -1.90748 -0.10101 0.22605
7 P -2.16504 -1.11402 1.80954
8 P -3.45919 0.94892 0.13119
9 H 1.41100 -1.46966 -0.68112
10 H 1.70705 -0.32666 -1.83345
11 H 3.00647 -1.29916 -1.06120
12 H 3.15509 2.04474 0.93007
13 H 2.71606 2.04173 -0.69606
14 H 4.06239 1.11515 -0.26662
15 H 0.46018 -0.54775 1.08439
16 H -1.05241 0.41774 0.37261
17 H 0.90969 1.14586 1.76751
18 H -1.74997 -1.84287 -0.99520
19 H -2.43028 -0.43991 -1.85850
20 H -0.62026 -0.64788 -1.55450
21 H -1.23607 -2.30666 1.60564
22 H -3.27838 -1.92421 1.43563
23 H -3.10128 2.03132 1.18329
24 H -3.19423 1.73643 -0.91340

Computed properties:
charge: 0
Kohn-Sham gap (alpha / beta): 6.11 / 7.50 eV
2S+1: 3
HOMO energy (alpha / beta): -5.24 / -9.36 eV
energy relative to the best compared isomer or geometry (same formula, charge and spin): 15.4 kcal/mol
<S²>: 2.0056



C4H8N2OS | ωB97M-V/def2-TZVPD

Element x y z (Å)
1 C -3.46995 -0.73923 -0.05760
2 C -1.86978 -1.16199 0.11624
3 N -1.14653 0.10013 -0.01215
4 C 0.07575 0.13052 -0.15449
5 C 1.16578 -0.95261 -0.01742
6 S 2.80901 -0.76490 0.02397
7 N 0.56225 1.52953 -0.16352
8 O -0.26962 2.65814 0.03829
9 H -3.85727 0.23819 -0.60139
10 H -4.02791 -1.72896 -0.48881
11 H -3.89439 -0.79976 1.12026
12 H -1.68437 -1.94849 -0.73328
13 H -1.68459 -1.77469 0.98809
14 H 0.85022 -2.04016 -0.15226
15 H 1.30682 1.56662 0.69925
16 H -1.11653 2.39284 0.38760

Computed properties:
charge: 0
structure (SMILES): CC/N=C(\C=S)NO
Kohn-Sham gap: 7.53 eV
HOMO energy: -9.10 eV
energy relative to the best compared isomer or geometry (same formula, charge and spin): 125.2 kcal/mol



C38H46AsN5O5PSTeW | ωB97M-V/def2-TZVPD

Element x y z (Å)
1 W -0.06863 -1.62177 -0.01861
2 N 6.39026 1.59472 -3.74672
3 C 5.60196 1.09537 -2.75453
4 C 4.34013 0.55675 -3.04346
5 C 3.53305 0.07704 -2.03400
6 C 3.97209 0.12558 -0.71873
7 C 5.22528 0.65287 -0.41062
8 C 6.03046 1.13450 -1.41573
9 S 3.00872 -0.51712 0.58517
10 O 3.70233 -1.55490 1.27940
11 O 2.95097 0.69342 1.59895
12 N 1.63977 -0.82674 -0.01193
13 C -0.23026 0.18797 1.72638
14 N -1.71330 -1.37531 0.91773
15 C -3.00700 -0.73730 0.76729
16 C -3.16199 0.55349 -0.11881
17 C -2.42876 1.86921 -0.15537
18 N -0.40620 0.67017 0.53083
19 H 6.15224 1.43163 -4.70775
20 H 7.34568 1.83390 -3.55415
21 H 3.99908 0.51645 -4.07036
22 H 2.56146 -0.33911 -2.26696
23 H 5.56928 0.67828 0.61529
24 H 7.00344 1.54387 -1.17640
25 H -3.48981 -0.72312 1.74556
26 H -4.21587 0.80698 0.05076
27 H -2.77903 2.52887 -0.94517
28 C -7.54449 -0.71295 -1.01307
29 C -6.05102 -0.75108 -1.13887
30 C -5.46213 -0.12889 -2.32695
31 C -4.14796 0.06460 -2.48294
32 C -3.58659 0.76856 -3.68023
33 C -3.24837 -0.37185 -1.36403
34 As -1.32497 -0.55266 -2.01047
35 N -0.75858 -1.08303 1.95546
36 C 0.70469 0.69301 2.71268
37 C 0.61642 0.37257 4.04149
38 C 1.47348 0.96694 4.97460
39 C 2.39949 1.95609 4.56445
40 C 2.55695 2.26606 3.25708
41 C 1.82209 1.53121 2.19359
42 C -0.95662 1.94717 0.18256
43 C -2.03024 2.57683 1.12013
44 C -2.43131 2.00364 2.46259
45 C -2.05001 4.05309 1.12477
46 C -1.30533 4.82067 0.32106
47 C -1.37230 6.31857 0.34421
48 C -0.32305 4.20137 -0.55617
49 C -0.09757 2.88065 -0.59039
50 C 0.97173 2.28421 -1.45188
51 C -3.77184 -1.48131 -0.37533
52 C -3.52955 -2.96921 -0.59810
53 C -5.26716 -1.32550 -0.22580
54 H -7.91308 0.31345 -1.06634
55 H -7.87704 -1.15116 -0.07387
56 H -8.01212 -1.26285 -1.83270
57 H -6.14161 0.22409 -3.09543
58 H -4.39054 1.15002 -4.30798
59 H -2.97097 0.10317 -4.29315
60 H -2.95563 1.61491 -3.39253
61 H -0.16129 -0.30481 4.36963
62 H 1.39039 0.70439 6.01963
63 H 2.99179 2.46651 5.31199
64 H 3.28367 3.00084 2.93873
65 H 1.50493 2.17998 1.37700
66 H -2.30031 0.93072 2.55634
67 H -3.48864 2.21438 2.63960
68 H -1.86156 2.48398 3.25934
69 H -2.69304 4.51637 1.86648
70 H -2.11113 6.67530 1.05967
71 H -1.63690 6.70831 -0.64103
72 H -0.40282 6.74705 0.60704
73 H 0.29301 4.85600 -1.16374
74 H 1.69198 3.03755 -1.76906
75 H 0.54076 1.83310 -2.35280
76 H 1.49941 1.48640 -0.93317
77 H -2.56078 -3.31190 -0.23053
78 H -3.63811 -3.20413 -1.65970
79 H -4.28907 -3.55498 -0.07755
80 H -5.70371 -1.82164 0.63599
81 C 1.92988 -4.61591 3.47915
82 C 2.60438 -4.62935 2.12815
83 O 1.80014 -5.38996 1.19211
84 P 0.97787 -4.70548 0.00091
85 O 0.25696 -3.44510 0.74221
86 Te -0.78359 -2.93379 -2.42026
87 O 2.10784 -3.76466 -0.76402
88 C 3.01815 -4.46613 -1.62326
89 C 3.70627 -3.46035 -2.51493
90 H 2.57344 -4.12409 4.21068
91 H 1.73301 -5.63114 3.82254
92 H 0.98558 -4.07348 3.42498
93 H 3.57319 -5.12787 2.16288
94 H 2.75137 -3.62185 1.74459
95 H 2.47373 -5.21300 -2.21164
96 H 3.74760 -4.99974 -1.00836
97 H 2.97819 -2.91985 -3.12405
98 H 4.40571 -3.96081 -3.18516
99 H 4.26154 -2.73697 -1.91694

Computed properties:
charge: +1
Kohn-Sham gap (alpha / beta): 6.56 / 4.86 eV
2S+1: 3
HOMO energy (alpha / beta): -10.20 / -10.26 eV
<S²>: 2.0549



C42H46BClF4N3O5P2S3Y | ωB97M-V/def2-TZVPD

Element x y z (Å)
1 Y 0.35048 0.20320 0.21261
2 N -2.54938 0.50380 2.23707
3 P -0.92516 0.02385 2.70805
4 C -0.79593 0.88086 4.31864
5 C -0.97624 2.26532 4.32642
6 C -0.96478 2.96894 5.51922
7 C -0.74858 2.29976 6.71808
8 C -0.53373 0.92947 6.71400
9 C -0.55869 0.21845 5.51814
10 C -1.21683 -1.70059 3.23664
11 C -0.09344 -2.52682 3.33226
12 C -0.23253 -3.85921 3.69290
13 C -1.49614 -4.37961 3.95200
14 C -2.61510 -3.56368 3.85771
15 C -2.47749 -2.22549 3.50293
16 P -2.93604 -0.27990 0.73036
17 C -4.67479 -0.80758 1.09213
18 C -5.50389 0.05882 1.80418
19 C -6.81402 -0.29003 2.09327
20 C -7.31988 -1.51768 1.67529
21 C -6.50619 -2.38777 0.96981
22 C -5.18970 -2.03404 0.68222
23 C -3.35572 1.03272 -0.47844
24 C -3.75931 2.33089 -0.18281
25 C -4.11180 3.20257 -1.20063
26 C -4.06778 2.78830 -2.52762
27 C -3.66267 1.49812 -2.83377
28 C -3.29735 0.62715 -1.81278
29 H -2.60633 1.51346 2.16589
30 H -1.09192 2.80276 3.38859
31 H -1.10922 4.04301 5.51311
32 H -0.74000 2.84948 7.65250
33 H -0.34937 0.40594 7.64366
34 H -0.39589 -0.85080 5.53103
35 H 0.89107 -2.12854 3.10496
36 H 0.64299 -4.49494 3.74946
37 H -1.60624 -5.42152 4.22937
38 H -3.60158 -3.96276 4.06801
39 H -3.35308 -1.58802 3.45473
40 H -5.12206 1.01332 2.15126
41 H -7.44344 0.39724 2.64762
42 H -8.34479 -1.79197 1.90380
43 H -6.89161 -3.34841 0.64445
44 H -4.56603 -2.72220 0.13714
45 H -3.78786 2.68712 0.84224
46 H -4.41570 4.21461 -0.95944
47 H -4.33520 3.47894 -3.31874
48 H -3.62382 1.16788 -3.86682
49 H -2.95711 -0.37643 -2.05158
50 O 4.78921 0.04843 -0.61216
51 C 5.01166 -1.21158 -0.19295
52 C 6.34579 -1.60949 -0.09008
53 C 6.66417 -2.88526 0.32058
54 C 5.65999 -3.80135 0.64257
55 C 4.34099 -3.41172 0.54892
56 C 3.99134 -2.12131 0.13316
57 C 2.56698 -1.72698 0.03104
58 O 2.27162 -0.57107 -0.48595
59 N 1.68162 -2.57461 0.45242
60 N 0.33519 -2.19176 0.25013
61 C -0.33257 -3.26937 0.00323
62 S -1.99922 -3.33594 -0.47700
63 C -2.19998 -5.08825 -0.08115
64 C -0.93664 -5.79691 -0.50528
65 S 0.48921 -4.83232 0.06515
66 H 3.82716 0.21330 -0.59290
67 H 7.11285 -0.88384 -0.33642
68 H 7.70615 -3.17486 0.39958
69 H 5.91340 -4.80436 0.96372
70 H 3.54094 -4.09865 0.79825
71 H -3.07866 -5.44194 -0.62017
72 H -2.36841 -5.17067 0.99179
73 H -0.88345 -5.89068 -1.58974
74 H -0.86417 -6.78718 -0.05459
75 F 2.08263 0.02041 2.16906
76 B 2.35995 1.44930 2.12081
77 F 3.55283 1.77028 2.70612
78 F 1.26847 2.11704 2.68787
79 F 2.33634 1.73452 0.70816
80 Cl -1.12418 5.23470 -0.63303
81 C 0.29749 4.23873 -0.18989
82 C -0.01004 2.76074 -0.30801
83 O 0.47661 2.10630 -1.26087
84 O -0.68873 2.18694 0.60330
85 H 0.55601 4.46808 0.83860
86 H 1.10646 4.49064 -0.86091
87 C -1.42879 0.44771 -6.11031
88 C -0.65710 -0.32433 -5.04077
89 C 0.33001 0.58299 -4.32291
90 S 1.10090 -0.08797 -2.84620
91 O -0.09213 -0.52978 -1.98042
92 C 1.85302 -1.60536 -3.50577
93 C 1.01481 -2.87668 -3.41166
94 C 1.92579 -4.10414 -3.37508
95 H -2.13718 -0.20346 -6.62563
96 H -0.75096 0.86682 -6.85878
97 H -1.98702 1.27861 -5.67102
98 H -0.12784 -1.15569 -5.51063
99 H -1.34681 -0.74922 -4.30580
100 H -0.16777 1.47989 -3.93690
101 H 1.15866 0.90082 -4.96580
102 H 2.75945 -1.71635 -2.90534
103 H 2.15171 -1.36427 -4.52933
104 H 0.32550 -2.94716 -4.25452
105 H 0.40116 -2.83147 -2.51156
106 H 2.58041 -4.13998 -4.25267
107 H 1.33766 -5.02540 -3.35838
108 H 2.55408 -4.09004 -2.48057

Computed properties:
charge: 0
Kohn-Sham gap: 8.00 eV
HOMO energy: -7.90 eV
energy relative to the best compared isomer or geometry (same formula, charge and spin): 31.2 kcal/mol



| no. | F_max (eV/Å) | DFT total energy (eV) |
| --- | --- | --- |
| 1 | 8.0 | -25051.984 |
| 2 | 4.9 | -20135.405 |
| 3 | 1.4 | -147912.158 |
| 4 | 1.5 | -135216.869 |